Here is 3 unconnected molecules or ions with the total composition C4H15NO2 from the OMol25 dataset. Energies are from ωB97M-V/def2-TZVPD.

Each atom is followed by the atoms it is bonded to, with distances in Å.
Element x y z (Å)
1 C 1.99 0.66 1.52  C2 1.548, H6 1.118, H7 1.150, H8 1.115
2 C 0.99 -0.43 1.97  C1 1.548, N3 1.455, H9 1.123, H10 1.117
3 N 0.16 -0.94 0.89  C2 1.455, C4 1.522, H11 1.012
4 C -1.35 -0.95 1.07  N3 1.522, C5 1.521, H12 1.086, H13 1.047
5 C -1.78 -1.73 -0.17  C4 1.521, H14 1.067, H15 1.152, H16 1.155
6 H 3.00 0.19 1.39  C1 1.118
7 H 2.05 1.52 2.28  C1 1.150
8 H 1.60 1.30 0.70  C1 1.115
9 H 1.70 -1.27 2.21  C2 1.123
10 H 0.35 0.03 2.77  C2 1.117
11 H 0.51 -0.53 0.04  N3 1.012
12 H -1.44 -1.42 2.04  C4 1.086
13 H -1.72 0.03 1.11  C4 1.047
14 H -1.92 -0.98 -0.92  C5 1.067
15 H -0.83 -2.36 -0.28  C5 1.152
16 H -2.67 -2.43 0.02  C5 1.155
17 H 1.19 0.25 -3.31  O19 0.937
18 H 0.51 1.63 -3.33  O19 0.987
19 O 0.44 0.70 -3.64  H17 0.937, H18 0.987
20 H -0.72 1.62 -1.68  O22 1.010
21 H -1.42 2.57 -2.63  O22 0.961
22 O -0.65 2.55 -2.05  H20 1.010, H21 0.961

## Properties
**LUMO**: 0.6 eV
**Relative energy (zero: lowest compared OMol25 entry of this formula, charge and spin)**: 55.1 kcal/mol
**Largest force on an atom**: 3.386 eV Å⁻¹
**Structure (SMILES)**: CCNCC.O.O
**Total charge**: 0
**Orbital gap**: 0.3344 Ha